{"formula": "C51H99N5O11", "method": "the ωB97M-V functional and the def2-TZVPD basis", "total_charge": 2, "e_homo_ev": -11.031, "molar_mass_da": 958.38, "gap_ev": 2.89, "symbols": ["C", "C", "C", "C", "C", "C", "N", "O", "C", "C", "C", "H", "H", "H", "H", "H", "H", "H", "H", "H", "H", "H", "H", "H", "H", "H", "H", "H", "H", "C", "C", "C", "C", "C", "C", "N", "O", "C", "C", "C", "H", "H", "H", "H", "H", "H", "H", "H", "H", "H", "H", "H", "H", "H", "H", "H", "H", "H", "C", "C", "C", "C", "C", "C", "N", "O", "C", "C", "C", "H", "H", "H", "H", "H", "H", "H", "H", "H", "H", "H", "H", "H", "H", "H", "H", "H", "H", "C", "C", "C", "C", "C", "C", "N", "O", "C", "C", "C", "H", "H", "H", "H", "H", "H", "H", "H", "H", "H", "H", "H", "H", "H", "H", "H", "H", "H", "C", "C", "C", "C", "C", "C", "N", "O", "C", "C", "C", "H", "H", "H", "H", "H", "H", "H", "H", "H", "H", "H", "H", "H", "H", "H", "H", "H", "H", "C", "C", "O", "O", "H", "H", "H", "C", "C", "O", "O", "H", "H", "H", "C", "C", "O", "O", "H", "H", "H"], "positions_angstrom": [[0.75040, 4.04988, 18.43301], [0.94991, 5.57866, 18.30498], [0.77612, 5.91387, 16.79149], [0.51063, 7.41996, 16.62175], [-0.72364, 7.84004, 17.39820], [-0.80422, 7.62317, 18.93856], [-0.21448, 6.20757, 19.18323], [-0.14054, 5.77723, 20.50202], [-2.32573, 7.67835, 19.30334], [-0.05591, 8.79272, 19.56584], [2.32979, 6.03081, 18.86374], [1.60395, 3.59065, 17.93435], [-0.15844, 3.64228, 17.99032], [0.85365, 3.66520, 19.44763], [-0.01252, 5.28633, 16.37636], [1.66671, 5.71373, 16.19578], [0.26234, 7.61313, 15.57813], [1.37813, 8.00786, 16.92162], [-1.52680, 7.27518, 16.92495], [-1.02280, 8.86607, 17.18403], [-2.71106, 7.40333, 20.28516], [-3.00119, 7.16201, 18.62126], [-2.66388, 8.71445, 19.28788], [-0.16226, 8.87134, 20.64779], [-0.49891, 9.68552, 19.12453], [0.98207, 8.92337, 19.25988], [2.44905, 5.86520, 19.93447], [2.56197, 7.06612, 18.61408], [3.17844, 5.57302, 18.35549], [-9.25387, 5.95948, 14.89362], [-7.79148, 6.44152, 14.70343], [-6.88557, 5.21775, 14.62639], [-7.01582, 4.47788, 13.31851], [-6.75700, 5.38632, 12.07234], [-7.61254, 6.70545, 11.98150], [-7.76267, 7.26178, 13.38841], [-8.11366, 8.63992, 13.49336], [-9.06687, 6.43829, 11.39812], [-6.81195, 7.70587, 11.10007], [-7.23767, 7.34330, 15.88231], [-9.51549, 5.34914, 14.02925], [-9.94354, 6.80325, 14.91587], [-9.44244, 5.30250, 15.74268], [-7.17590, 4.60030, 15.47643], [-5.81801, 5.40961, 14.73403], [-7.88140, 3.83671, 13.15188], [-6.14758, 3.81891, 13.31260], [-6.73244, 4.83465, 11.13258], [-5.73330, 5.70145, 12.27444], [-9.42370, 5.52800, 11.87993], [-9.17057, 6.42773, 10.31312], [-9.78395, 7.18609, 11.73678], [-7.43250, 8.53718, 10.76549], [-6.44909, 7.25176, 10.17801], [-6.07162, 8.16126, 11.75782], [-6.21717, 7.72356, 15.83653], [-7.26620, 6.88233, 16.86962], [-7.77845, 8.28486, 15.97785], [-5.25607, 9.84240, 17.49869], [-4.83535, 11.22093, 16.96606], [-3.33270, 11.50349, 17.11830], [-2.80858, 12.58213, 16.19503], [-3.19935, 12.51075, 14.69962], [-4.69620, 12.18290, 14.39480], [-5.15869, 11.11117, 15.40760], [-6.34228, 10.51264, 15.07625], [-4.71476, 11.51197, 13.00190], [-5.62974, 13.39257, 14.31883], [-5.61776, 12.37647, 17.58690], [-4.74966, 9.08096, 16.90551], [-6.34285, 9.79982, 17.57066], [-4.90649, 9.69783, 18.52095], [-2.73686, 10.65457, 16.78300], [-3.23867, 11.63016, 18.19682], [-1.75131, 12.74755, 16.40218], [-3.15780, 13.57490, 16.47884], [-2.69790, 11.56328, 14.50227], [-2.77300, 13.30879, 14.09180], [-4.19450, 12.08603, 12.23516], [-5.76251, 11.37561, 12.73411], [-4.16236, 10.58195, 12.86765], [-5.30152, 14.09338, 13.55122], [-5.76874, 13.75477, 15.33744], [-6.63592, 13.03451, 14.10085], [-5.46987, 12.57364, 18.64866], [-6.67535, 12.27769, 17.34231], [-5.32374, 13.33994, 17.17048], [-2.55763, 9.23935, 11.02711], [-1.41422, 10.22054, 10.53342], [-1.30562, 11.43678, 11.52077], [-0.68344, 11.12660, 12.88836], [0.76470, 10.68214, 12.56056], [0.81214, 9.46050, 11.66388], [-0.10015, 9.55716, 10.42381], [-0.00677, 8.75621, 9.31965], [0.49140, 8.16930, 12.40639], [2.28586, 9.31331, 11.17421], [-1.66020, 10.75189, 9.10647], [-2.23371, 8.91230, 12.01514], [-2.60308, 8.35055, 10.39777], [-3.59929, 9.55028, 10.94730], [-2.24340, 11.94012, 11.75598], [-0.70517, 12.15801, 10.96635], [-1.28378, 10.39832, 13.43360], [-0.73132, 11.98537, 13.55792], [1.33449, 10.52478, 13.47636], [1.29221, 11.52470, 12.11344], [1.30333, 7.75173, 13.00179], [0.26074, 7.41076, 11.65840], [-0.28562, 8.31222, 13.15734], [2.31819, 8.38678, 10.60097], [3.01130, 9.10638, 11.96100], [2.64899, 10.16145, 10.59379], [-2.12323, 10.04767, 8.41525], [-0.73525, 11.14897, 8.68830], [-2.32373, 11.61579, 9.14549], [-2.09879, -0.61292, 13.13769], [-2.51452, 0.68808, 12.40630], [-3.71974, 1.42835, 13.05368], [-3.52337, 2.03854, 14.42758], [-2.49698, 3.15766, 14.15920], [-1.10934, 2.66232, 13.67526], [-1.30826, 1.70106, 12.40440], [-0.36622, 1.82405, 11.38442], [-0.51084, 1.95567, 14.92896], [-0.36537, 3.94302, 13.27411], [-2.97180, 0.30487, 10.92908], [-1.06460, -0.89616, 12.94195], [-2.75116, -1.45479, 12.90581], [-1.87432, -0.55502, 14.20275], [-4.48734, 0.67034, 13.20966], [-4.16038, 2.17848, 12.39698], [-3.23728, 1.29864, 15.17511], [-4.45445, 2.52893, 14.71166], [-2.39710, 3.70004, 15.09939], [-2.92693, 3.89589, 13.48225], [0.40530, 1.42743, 14.66487], [-1.17984, 1.31191, 15.50002], [-0.25592, 2.81686, 15.54659], [0.65966, 3.73718, 12.96579], [-0.39632, 4.68977, 14.06752], [-0.91504, 4.42201, 12.46385], [-2.24533, -0.36925, 10.47533], [-3.20042, 1.18978, 10.33514], [-3.83623, -0.35743, 10.97620], [-2.97259, 4.50935, 10.57971], [-1.72463, 4.70731, 9.78460], [-1.16646, 5.81980, 9.83960], [-1.29974, 3.79118, 9.04777], [-3.73933, 4.17229, 9.88214], [-3.31794, 5.47390, 10.95183], [-2.85672, 3.75810, 11.36092], [-4.68467, 4.43510, 17.43693], [-3.72273, 4.39362, 18.66378], [-4.15355, 4.85305, 19.70465], [-2.57110, 3.93017, 18.43997], [-4.52794, 5.42437, 17.00695], [-5.70229, 4.22852, 17.76842], [-4.54274, 3.75703, 16.59539], [-2.89170, 6.51393, 14.56529], [-3.39135, 7.91803, 14.37155], [-2.68601, 8.92589, 14.76901], [-4.53426, 7.98754, 13.98863], [-1.84238, 6.46890, 14.85682], [-2.87056, 6.11174, 13.55243], [-3.52460, 6.00865, 15.29482]], "forces_ev_per_a": [[0.95, -0.33, 0.37], [-0.52, -1.89, -0.70], [-0.10, 1.38, 0.81], [-0.42, -0.21, 0.32], [-0.97, -0.68, -0.32], [-1.55, -0.45, -1.55], [2.63, -0.93, 8.17], [-1.08, 2.78, -8.48], [-0.49, 0.25, 0.35], [0.46, 0.20, 0.61], [-0.17, 0.69, -0.08], [0.09, 0.10, -0.34], [-0.22, 0.50, 0.15], [-0.31, 0.36, 0.14], [-0.29, 0.22, 0.09], [0.30, -0.48, 0.54], [0.28, 0.22, -0.10], [0.20, -0.04, -0.21], [-0.25, -0.18, 0.23], [0.26, 0.11, 0.15], [0.95, -0.65, 0.27], [0.52, -0.34, -0.22], [0.49, 0.38, -0.44], [0.15, -0.21, -0.04], [-0.44, -0.11, 0.13], [0.18, -0.64, 0.20], [-0.22, 0.00, -0.10], [-0.52, 0.35, 0.38], [-0.48, -0.86, -0.16], [-0.32, 0.50, -1.09], [1.46, 0.94, 1.79], [-0.26, -0.20, -0.79], [0.32, -0.56, -1.59], [0.12, 0.54, 1.91], [0.46, -0.65, -1.06], [-2.69, 7.74, 0.63], [2.54, -9.30, -0.77], [-0.16, 0.18, 1.64], [-1.06, 0.89, 0.80], [-0.69, 1.01, -0.13], [-0.12, 0.03, -0.06], [0.04, 0.00, 0.15], [0.66, 0.34, 0.28], [0.04, -0.07, -0.03], [-0.13, 0.73, 0.22], [-0.25, 0.16, 0.42], [-0.15, -0.45, -0.14], [-0.44, 0.17, 0.03], [0.21, 0.41, -0.44], [-0.02, -0.28, -0.56], [0.75, -0.27, 0.10], [0.25, 0.37, 0.04], [-0.30, -0.04, 0.12], [0.29, -0.37, 0.45], [0.60, -0.28, -0.39], [0.23, -0.70, -1.05], [-0.48, -0.67, -0.29], [-0.56, -0.20, -0.08], [0.36, 0.71, 0.45], [0.81, -1.46, -0.12], [-0.27, -1.01, -1.37], [-0.85, 3.39, 0.73], [0.39, -2.66, 1.66], [2.29, -1.01, -1.59], [-8.13, -0.34, -1.24], [7.82, 3.30, 2.07], [-0.30, -0.36, -0.34], [-1.09, -1.10, 1.58], [-0.80, 0.98, -1.33], [-0.44, -0.17, -0.14], [0.09, -0.43, -0.42], [0.19, 0.32, 0.07], [-0.35, -0.75, 0.45], [0.57, 0.45, -0.15], [0.28, -0.56, -0.65], [-0.41, 0.19, 0.68], [0.03, -0.03, -1.16], [-0.38, 0.03, 0.13], [-0.47, 0.91, 0.29], [0.16, -0.13, -0.37], [-0.28, -0.40, 1.05], [0.16, -0.01, 0.41], [0.42, 0.96, -0.39], [0.00, -0.03, -0.53], [0.13, -0.99, 0.11], [-0.12, -0.10, 0.38], [0.17, -0.08, -0.22], [1.53, -1.17, -0.56], [-1.66, 1.55, -0.32], [0.34, -0.04, 0.27], [0.72, -0.28, -0.89], [-1.37, 1.05, 0.73], [3.18, -0.12, -0.21], [-0.99, -5.81, -4.37], [0.57, 4.92, 7.27], [-0.97, -0.76, 0.04], [-0.41, -0.80, -0.75], [-0.62, 0.67, -0.13], [-0.72, 0.03, 0.20], [0.67, -0.24, -0.14], [0.41, 1.12, 0.36], [-0.36, -0.47, -0.84], [0.17, 0.34, 0.29], [0.17, -0.55, -0.16], [0.41, 0.29, -0.35], [0.03, -0.71, -0.08], [-0.12, 0.04, -0.36], [0.61, 0.60, -0.36], [-0.46, -0.28, 0.21], [-0.56, -0.06, -0.38], [0.14, 0.19, -0.51], [-0.49, 0.41, 0.48], [-0.18, -0.07, -0.09], [0.32, -0.20, 0.22], [0.01, -0.20, -0.11], [-0.18, -0.04, 0.27], [1.56, 0.37, 0.62], [-0.66, 0.04, -1.41], [-0.52, -1.13, 0.76], [0.85, 0.99, -1.47], [-0.76, -0.57, 0.86], [-1.30, 0.55, 0.38], [5.19, 1.17, -4.09], [-6.68, -1.00, 6.42], [0.70, 0.11, -1.13], [0.19, -0.69, -0.75], [1.03, -0.12, 1.07], [0.00, -0.15, -1.34], [-0.07, 0.32, 0.01], [-1.28, 0.51, 0.45], [-0.02, -0.37, -0.57], [0.30, -0.05, -0.30], [0.01, 0.23, 0.05], [-0.05, -0.24, 0.26], [0.71, 0.09, 0.08], [0.01, -0.25, -0.27], [0.04, -0.06, 0.17], [-0.02, 0.09, -0.35], [0.10, -0.20, 0.21], [-0.02, 0.19, -0.01], [0.10, -0.43, 0.37], [0.25, -0.11, -0.36], [0.39, 0.58, -0.26], [0.25, -0.14, -0.07], [-0.33, 0.40, 0.49], [-1.10, 0.07, -0.16], [1.70, -0.17, -1.45], [0.00, 1.58, 0.95], [-0.55, -0.92, 0.66], [-0.10, -0.32, 0.04], [0.10, -0.07, 0.50], [-0.04, 0.05, 0.05], [-0.15, -0.20, -0.01], [0.25, -0.82, -1.21], [-0.51, 0.75, 0.94], [0.87, 0.22, -0.48], [-0.58, 0.34, 0.12], [-0.12, 0.63, 0.11], [0.70, -0.38, 0.21], [1.39, 0.21, -0.61], [2.07, 1.27, 2.45], [-0.23, -0.62, -0.56], [-3.14, 0.49, -1.56], [0.02, 0.08, 0.43], [-0.54, -0.64, 0.09], [0.06, -0.25, -0.38]], "mulliken_charge": [-1.638, 1.432, -0.536, -0.182, -0.125, 1.730, 0.957, -0.282, -1.295, -1.524, -1.679, 0.462, 0.125, 0.518, -0.473, 0.654, -0.454, 0.716, -0.522, 0.063, 0.418, -0.017, 0.299, 0.412, 0.330, 0.273, 0.397, 0.317, 0.428, -1.533, 1.504, 0.375, -0.885, -0.418, 1.291, 1.056, -0.317, -1.501, -1.573, -1.902, 0.358, 0.364, 0.406, 0.859, -1.204, 0.610, -0.133, 0.785, -0.411, 0.367, 0.393, 0.352, 0.427, 0.456, 0.117, -0.010, 0.557, 0.535, -1.298, 1.369, -0.339, -1.831, 0.638, 1.262, 0.941, -0.298, -1.455, -1.435, -1.714, -0.065, 0.401, 0.563, -0.405, 0.847, 0.463, 0.613, -1.392, 1.019, 0.597, 0.573, -0.378, 0.352, 0.307, 0.428, 0.390, 0.384, 0.386, -1.682, 1.501, -1.694, 1.121, -2.011, 1.940, 0.692, -0.207, -1.398, -1.849, -1.542, -0.100, 0.714, 0.534, 0.305, 0.574, -0.986, 0.690, 0.472, 0.507, 0.739, 0.538, -0.497, 0.472, 0.411, 0.424, 0.398, 0.443, 0.417, -1.650, 1.205, -1.239, -0.906, 0.454, 1.298, 0.749, -0.253, -1.062, -0.435, -1.546, 0.446, 0.404, 0.338, 0.655, 0.154, 0.501, 0.205, 0.396, -0.707, 0.451, 0.363, -0.050, 0.680, -0.538, -0.116, 0.440, 0.239, 0.441, 0.476, 0.118, -0.551, -0.752, 0.627, -0.544, -0.231, 0.554, 0.338, -0.708, -0.632, -0.529, 0.441, -0.158, 0.838, -0.399, -0.219, -0.062, -0.783, 0.162, -0.477]}